No. 1
{"formula": "C34H37N6O4SSiSr", "method": "ωB97M-V/def2-TZVPD", "homo_ev": -3.76, "mol_weight_g_mol": 741.5, "charge": -1, "orbital_gap_ha": 0.2094, "e_above_lowest_kj_mol": 83.5, "symbols": ["Sr", "C", "C", "N", "N", "C", "N", "S", "C", "C", "C", "C", "C", "N", "H", "H", "H", "H", "H", "H", "H", "H", "H", "O", "C", "C", "C", "C", "C", "C", "C", "O", "N", "O", "O", "H", "H", "H", "H", "C", "Si", "C", "N", "C", "C", "C", "C", "C", "C", "C", "C", "C", "C", "C", "C", "C", "C", "C", "C", "C", "H", "H", "H", "H", "H", "H", "H", "H", "H", "H", "H", "H", "H", "H", "H", "H", "H", "H", "H", "H", "H", "H", "H", "H"], "xyz": [[0.67051, -1.01381, -1.77173], [2.71234, -4.01183, -0.17798], [1.97392, -2.78006, 0.26357], [2.49231, -1.61267, 0.16842], [3.85340, -1.55231, -0.14220], [4.24157, -1.43119, -1.36270], [5.63001, -1.37491, -1.53177], [3.34330, -1.39297, -2.86416], [0.54029, -2.91899, 0.86044], [0.36415, -4.34020, 1.37468], [-0.80289, -4.98740, 1.24387], [-1.86910, -4.42925, 0.46040], [-1.56591, -3.29759, -0.25116], [-0.45033, -2.56324, -0.18311], [3.19469, -3.83669, -1.13904], [2.04157, -4.86348, -0.24533], [3.50581, -4.23905, 0.54128], [6.11602, -1.08270, -0.69666], [5.90660, -0.89541, -2.37282], [1.18114, -4.77375, 1.94182], [-0.92096, -5.96380, 1.70402], [-2.79726, -4.95537, 0.29290], [-2.28223, -2.93437, -0.98878], [-1.19731, -1.74357, -3.27368], [-1.91611, -1.15256, -4.06799], [-1.71526, 0.17124, -4.61637], [-2.56987, 0.55454, -5.64937], [-2.38813, 1.75916, -6.28522], [-1.33633, 2.61661, -5.91745], [-0.49829, 2.27108, -4.89965], [-0.65945, 1.04652, -4.16876], [0.06744, 0.77524, -3.17306], [-3.28237, 2.14391, -7.35855], [-4.17506, 1.37138, -7.67487], [-3.05096, 3.18656, -7.95290], [-2.81520, -1.66975, -4.45221], [-3.37356, -0.09919, -5.96285], [-1.20840, 3.54720, -6.45158], [0.31442, 2.92116, -4.60295], [0.43967, -2.01818, 2.12099], [0.01774, -0.20887, 2.30104], [1.07535, 1.00755, 1.30999], [0.80652, 1.19755, -0.12597], [-0.39045, 2.03330, -0.34349], [-0.24510, 3.48177, 0.12579], [1.09871, 4.07546, -0.34114], [1.74293, 3.17470, -1.39062], [2.00128, 1.79260, -0.80423], [0.51663, 0.18121, 4.08510], [-0.40027, 0.28229, 5.13169], [0.01140, 0.53045, 6.43544], [1.35901, 0.68630, 6.72182], [2.29205, 0.58540, 5.69888], [1.87170, 0.33426, 4.40054], [-1.82826, 0.13804, 2.21461], [-2.28434, 1.38220, 2.67303], [-3.62796, 1.71659, 2.64647], [-4.55584, 0.79906, 2.16451], [-4.12839, -0.44398, 1.72670], [-2.77699, -0.77220, 1.75584], [-0.32970, -2.46745, 2.76776], [1.36800, -2.12802, 2.69703], [2.07557, 0.57598, 1.39425], [1.11039, 1.96789, 1.84943], [-1.23613, 1.55363, 0.14415], [-0.60484, 2.01972, -1.41110], [-0.33703, 3.55180, 1.21137], [-1.08443, 4.05003, -0.28345], [1.78509, 4.15974, 0.50755], [0.96180, 5.08671, -0.72941], [2.69635, 3.58831, -1.72834], [1.10790, 3.09539, -2.27519], [2.79850, 1.88259, -0.06204], [2.38765, 1.12764, -1.58481], [-1.45972, 0.16914, 4.92861], [-0.72503, 0.60155, 7.22688], [1.68211, 0.88312, 7.73683], [3.34836, 0.69862, 5.91061], [2.62212, 0.24451, 3.62217], [-1.57206, 2.10676, 3.05772], [-3.95357, 2.68797, 2.99872], [-5.60812, 1.05481, 2.13702], [-4.84437, -1.16793, 1.35717], [-2.45872, -1.74649, 1.40359]], "forces_ev_per_angstrom": [[0.09, 0.07, 0.37], [0.07, 0.00, 0.08], [-0.06, -0.13, 0.11], [-0.01, -0.18, -0.05], [-0.18, 0.03, -0.06], [0.19, 0.03, -0.05], [-0.05, 0.00, 0.02], [0.02, -0.06, 0.16], [0.08, -0.11, -0.03], [-0.02, -0.06, -0.05], [0.02, 0.02, 0.02], [0.03, 0.04, 0.02], [-0.12, 0.11, -0.13], [0.40, -0.16, 0.34], [-0.01, 0.00, 0.00], [-0.01, 0.00, -0.02], [0.00, -0.01, -0.01], [0.01, 0.01, -0.01], [0.00, -0.01, 0.02], [0.01, 0.00, -0.01], [-0.02, 0.00, -0.01], [0.00, -0.01, 0.00], [-0.01, -0.02, 0.00], [-0.26, 0.01, -0.15], [0.07, 0.01, -0.03], [-0.05, -0.05, -0.07], [0.07, 0.07, 0.06], [-0.21, 0.06, 0.01], [0.08, 0.01, 0.09], [-0.03, 0.03, -0.03], [-0.08, -0.05, 0.09], [-0.12, 0.44, -0.58], [0.42, -0.34, -0.43], [-0.11, 0.16, 0.16], [-0.17, 0.08, 0.18], [0.01, -0.02, -0.01], [0.00, 0.00, -0.01], [-0.02, 0.00, -0.01], [0.00, -0.01, 0.00], [-0.09, -0.06, 0.27], [0.01, -0.01, -0.22], [-0.04, -0.03, -0.04], [0.08, 0.22, 0.01], [0.00, -0.12, -0.06], [-0.02, 0.02, 0.00], [0.01, 0.00, 0.01], [0.03, 0.05, -0.03], [-0.02, 0.06, 0.00], [0.09, 0.02, 0.03], [-0.04, 0.00, 0.02], [-0.01, -0.01, -0.01], [0.01, 0.01, 0.02], [-0.01, 0.00, -0.03], [0.00, -0.02, 0.04], [0.00, 0.25, 0.13], [0.01, 0.01, -0.09], [-0.03, -0.03, -0.03], [0.00, 0.03, 0.02], [0.00, -0.03, 0.00], [0.08, -0.08, -0.07], [0.00, -0.05, -0.06], [0.00, -0.04, -0.02], [-0.01, -0.04, 0.01], [0.00, 0.03, -0.03], [-0.05, -0.02, 0.09], [0.02, 0.01, 0.01], [-0.01, -0.02, 0.02], [0.01, -0.01, -0.02], [-0.01, -0.01, 0.00], [0.00, 0.00, 0.00], [0.00, 0.00, 0.02], [-0.02, -0.01, 0.01], [0.01, -0.03, -0.01], [-0.05, -0.04, 0.00], [0.03, -0.02, 0.01], [0.01, 0.00, 0.01], [0.00, 0.00, 0.00], [0.00, 0.00, 0.01], [0.00, 0.00, -0.02], [0.01, 0.00, -0.01], [0.00, 0.00, 0.00], [0.00, 0.00, 0.00], [-0.01, 0.00, 0.00], [-0.03, 0.01, 0.02]]}


No. 2
{"formula": "C34H38AsN2O5Zn", "method": "ωB97M-V/def2-TZVPD", "homo_ev": -10.24, "mol_weight_g_mol": 695.0, "charge": 1, "orbital_gap_ha": 0.3033, "e_above_lowest_kj_mol": 47.2, "symbols": ["Zn", "C", "N", "C", "C", "O", "C", "O", "C", "C", "O", "N", "C", "C", "H", "H", "H", "H", "H", "H", "H", "H", "H", "H", "H", "H", "H", "H", "H", "H", "C", "C", "O", "C", "C", "C", "C", "C", "C", "O", "H", "H", "H", "H", "H", "H", "H", "C", "C", "C", "C", "C", "C", "As", "C", "C", "C", "C", "C", "C", "C", "C", "C", "C", "C", "C", "H", "H", "H", "H", "H", "H", "H", "H", "H", "H", "H", "H", "H", "H", "H"], "xyz": [[0.16939, -0.59393, 0.07678], [4.61212, -2.41459, -1.03501], [4.41896, -1.12488, -0.34203], [5.49878, -0.14212, -0.44764], [3.24602, -0.87480, 0.23462], [2.34820, -1.69743, 0.34228], [2.96223, 0.57702, 0.72928], [1.68075, 0.56216, 1.40840], [1.71169, 0.10970, 2.73140], [0.46340, -0.71443, 3.06076], [-0.26350, -1.12507, 2.11762], [0.18821, -1.02039, 4.31074], [-0.84211, -1.99510, 4.59349], [0.82991, -0.35601, 5.43274], [5.23260, -3.04827, -0.45667], [3.64637, -2.90603, -1.15576], [5.00199, -2.14788, -1.98981], [6.48169, -0.63011, -0.41079], [5.40164, 0.49550, -1.34660], [5.43082, 0.43698, 0.45610], [3.75939, 0.99320, 1.35726], [2.87776, 1.22821, -0.14497], [2.55807, -0.60936, 2.81778], [1.86793, 0.96596, 3.40656], [-0.39694, -2.99307, 4.83542], [-1.35163, -1.60668, 5.48768], [-1.50720, -2.10041, 3.69701], [0.62337, 0.73182, 5.45047], [0.44594, -0.70486, 6.37215], [1.88926, -0.49835, 5.43048], [-0.38198, -3.72874, -2.82634], [0.19151, -2.48650, -2.15127], [-0.38062, -2.15085, -1.10920], [1.40325, -1.85730, -2.67753], [2.14264, -2.56133, -3.66595], [3.20658, -1.98067, -4.28785], [3.59553, -0.65974, -3.95732], [2.93668, 0.03841, -2.98924], [1.79204, -0.54018, -2.39316], [1.18153, 0.21901, -1.52280], [-1.14786, -4.10321, -2.21096], [0.35896, -4.52473, -2.97363], [-0.85284, -3.44236, -3.81157], [1.94064, -3.57863, -3.94392], [3.86495, -2.58775, -4.90950], [4.41815, -0.24518, -4.52001], [3.18009, 1.04968, -2.73477], [-1.09858, 4.44334, 2.87407], [-1.15829, 3.13030, 3.33956], [-1.45997, 2.10015, 2.50075], [-1.74602, 2.35425, 1.15518], [-1.72303, 3.68272, 0.66775], [-1.36086, 4.72132, 1.53744], [-1.88202, 0.85196, -0.04735], [-3.59212, -0.00293, 0.37810], [-3.89193, -1.12534, -0.36471], [-5.02177, -1.85102, -0.03639], [-5.82042, -1.49982, 1.00394], [-5.55001, -0.30722, 1.68143], [-4.42226, 0.44820, 1.39509], [-2.17454, 1.62843, -1.85445], [-1.07078, 2.22078, -2.45406], [-1.20309, 2.84113, -3.70016], [-2.42475, 2.80394, -4.35473], [-3.51403, 2.25901, -3.73453], [-3.39510, 1.67233, -2.45521], [-0.99323, 5.20042, 3.59525], [-1.03003, 2.93117, 4.38408], [-1.46185, 1.09215, 2.92485], [-2.04295, 3.88524, -0.33662], [-1.38050, 5.74405, 1.19310], [-3.19759, -1.44779, -1.10744], [-5.17612, -2.74336, -0.60607], [-6.67618, -2.06933, 1.33350], [-6.14617, 0.01963, 2.54359], [-4.20296, 1.41673, 1.89168], [-0.11038, 2.16599, -1.99822], [-0.32258, 3.23814, -4.20491], [-2.44744, 3.16782, -5.35515], [-4.49892, 2.24353, -4.17424], [-4.23790, 1.12740, -1.94983]], "forces_ev_per_angstrom": [[0.56, 0.02, -0.26], [-1.32, 1.07, 0.37], [0.34, -0.60, -0.29], [-0.38, -0.21, 0.11], [0.19, 1.23, 0.21], [-0.69, -0.53, 0.17], [-0.26, -0.49, 0.21], [0.29, 0.53, -1.05], [0.76, -0.51, 0.40], [-0.43, 0.12, -1.83], [0.91, 0.24, 0.22], [0.31, 0.17, 0.30], [-0.67, -0.66, 0.01], [-0.17, 1.08, -0.05], [0.91, -0.61, 0.39], [0.10, 0.18, -0.03], [0.52, -0.28, -0.77], [-0.40, -0.03, -0.25], [0.11, -0.34, 0.39], [0.29, 0.67, 0.11], [-0.35, -0.20, 0.20], [-0.27, -0.15, 0.17], [-0.37, 0.36, 0.38], [-0.12, -0.36, -0.05], [-0.29, 0.79, -0.20], [-0.30, -0.47, -0.46], [0.50, 0.15, 1.11], [0.09, -0.42, -0.29], [-0.22, -0.55, 0.23], [0.73, -0.15, 0.02], [0.47, 0.97, -1.48], [0.86, -0.93, -0.18], [-0.35, 0.54, 0.50], [-0.60, -0.87, -1.13], [0.17, 0.41, 0.06], [0.84, -0.01, 0.16], [0.04, -0.55, -0.37], [-0.21, -0.71, -0.99], [-0.25, 1.12, 1.62], [-0.49, -0.39, 0.47], [-0.96, -0.44, 0.85], [-0.15, 0.37, -0.11], [0.71, -0.35, 0.83], [-0.35, -0.23, 0.15], [-0.38, 0.28, -0.19], [0.21, 0.24, 0.16], [0.08, 0.38, 0.12], [-0.53, -1.07, -0.68], [-0.04, 0.98, 0.17], [0.03, -0.83, -0.58], [0.22, 0.83, -0.41], [0.16, -0.74, 1.21], [-0.43, -0.45, 0.03], [-0.68, 0.07, -0.71], [0.97, 0.79, -0.20], [-0.12, 0.32, 0.87], [0.75, -0.86, -1.05], [-0.67, 1.22, 1.11], [0.05, 0.25, 1.07], [0.00, 0.55, -0.24], [1.00, 0.05, 1.48], [-0.19, 0.52, -0.92], [0.50, -0.75, 0.50], [0.64, 0.17, 0.17], [-0.97, -0.78, 1.21], [-1.47, -0.67, -0.38], [0.46, 1.07, 0.56], [0.17, -0.01, 0.46], [-0.18, 0.16, -0.41], [0.15, 0.09, -0.36], [0.06, 0.08, -0.07], [0.19, -0.35, -0.57], [-0.41, -0.47, -0.13], [-0.02, -0.23, -0.24], [-0.05, -0.28, -0.55], [-0.23, -0.91, -0.16], [0.59, -0.01, 0.34], [-0.23, 0.01, 0.20], [-0.39, 0.36, -0.56], [0.01, 0.05, -0.34], [0.63, 0.91, -0.77]]}


| no. | DFT total energy (Ha) |
| --- | --- |
| 1 | -2665.806038 |
| 2 | -5819.069596 |